(1)
43
Properties=species:S:1:pos:R:3:forces:R:3:lowdin_charge:R:1 method="wB97M-V/def2-TZVPD" charge=+2 e_homo_ev=-15.56 energy_ha=-1765.90813 gap_ha=0.323 de_lowest_ev=0.000 lumo_energy_ev=-6.8
C -0.816062 -4.269022 -1.736293 -2.85 0.64 -2.35 -0.2296
I 1.283350 -4.014971 -0.158584 2.02 1.12 1.64 1.1362
H -1.624304 -4.002322 -2.433629 -0.02 -0.15 0.05 0.1005
H -1.282212 -4.823877 -0.911657 0.33 0.18 -0.14 0.0916
H -0.127124 -4.917441 -2.291062 -0.11 0.22 0.35 0.0807
La -0.148672 0.658424 -1.211691 0.24 -0.22 -0.70 1.5702
P 2.528705 0.184348 -2.292823 1.55 0.02 -0.97 0.6583
C 3.441574 -1.389352 -2.251879 -0.12 -0.45 0.23 -0.2743
C 2.164927 0.363468 -4.087909 -0.43 0.02 0.08 -0.2759
H 3.481069 2.370570 -1.881964 0.29 -0.15 -0.13 0.0488
H 4.484916 1.435991 -3.037868 -0.15 -0.06 0.31 0.0656
H 4.543486 1.065732 -1.279238 -0.15 0.17 -0.20 0.0542
C 3.898718 1.380545 -2.110134 -0.19 0.39 0.35 -0.2592
H 1.507704 1.229089 -4.254956 0.25 -0.18 -0.10 0.0202
H 3.115957 0.510316 -4.617787 -0.33 -0.09 0.07 0.0637
H 3.909641 -1.591781 -3.225405 -0.09 0.08 0.31 0.0705
H 2.762662 -2.212010 -1.987623 0.34 0.15 -0.22 -0.0390
H 1.665462 -0.539665 -4.464856 0.13 0.22 0.01 0.0555
H 4.216233 -1.327180 -1.476415 -0.19 -0.11 -0.20 0.0579
C -0.159672 -3.032655 -1.259794 -0.17 0.23 0.01 -0.8325
O -0.430197 -1.833098 -1.455929 0.66 -2.38 0.43 -0.2363
Cl -0.460882 2.836823 -2.539520 -0.03 0.13 -0.13 -0.1702
C 0.315149 0.866385 3.750326 0.25 0.18 0.06 -0.0277
N -1.066310 0.924692 3.282116 -0.08 -0.01 -0.56 -0.1208
C -2.072991 0.457595 4.227027 -0.48 -0.04 0.51 -0.0271
C -1.295457 1.055570 1.961063 0.75 -0.05 0.14 -0.3937
N -0.250699 1.022526 1.097824 -0.46 0.15 1.05 -0.1187
N -2.544962 1.203784 1.463774 0.35 -0.19 -0.71 -0.1226
C -3.668219 1.705722 2.242079 -0.73 0.13 0.32 -0.0246
C -2.722331 1.160408 0.005403 0.05 0.08 0.78 -0.0970
H 0.289308 0.819615 4.840469 0.19 0.10 -0.27 0.1053
H 0.862115 1.768097 3.445872 -0.08 -0.15 0.21 0.1092
H 0.846281 -0.020755 3.370319 -0.18 0.10 0.18 0.1066
H -2.676898 1.289604 4.609502 0.13 -0.36 0.00 0.0980
H -2.727042 -0.307200 3.787161 0.26 0.23 0.12 0.1043
H -1.543459 0.014044 5.073977 -0.23 0.00 -0.21 0.1008
H 0.622857 0.979848 1.632597 -0.37 -0.09 -0.42 0.0404
H -4.369565 2.177462 1.547388 0.18 0.01 0.25 0.1038
H -4.202394 0.892766 2.751059 0.09 0.34 -0.13 0.0990
H -3.353755 2.459384 2.974503 -0.04 -0.21 -0.32 0.1090
H -2.153289 1.973968 -0.500717 -0.41 -0.18 0.21 0.0216
H -2.466095 0.146693 -0.379065 -0.38 0.30 0.17 0.0591
H -3.777524 1.327860 -0.215663 0.24 -0.12 -0.10 0.1181

(2)
49
Properties=species:S:1:pos:R:3:forces:R:3:lowdin_charge:R:1 method="wB97M-V/def2-TZVPD" charge=-2 e_homo_ev=-0.96 energy_ha=-1576.54649 gap_ha=0.200 de_lowest_ev=0.000 lumo_energy_ev=4.5
N 1.087283 0.431591 -0.472864 0.02 -0.44 0.23 0.2340
H 1.149521 -0.589179 -0.394753 -0.28 0.61 -0.59 0.0571
H 0.971166 0.728187 0.511438 0.17 0.77 -0.66 0.0870
H 0.292414 0.744620 -1.071825 -0.17 0.09 0.48 0.0779
H 1.974367 0.840172 -0.951394 0.64 0.98 0.51 0.0409
O 3.190754 1.801441 -1.494008 -0.23 -1.11 -0.14 -0.5191
H 3.294698 1.343859 -2.340149 0.20 0.28 -0.06 -0.1782
C 0.725783 2.361165 2.739848 2.53 1.02 -0.49 -0.5469
O 0.995074 0.914559 2.507569 -0.89 -0.95 0.61 -0.1433
O 1.124356 3.045922 1.729530 -1.65 0.07 -0.04 -0.1153
C -0.704038 2.462392 3.318373 -0.76 0.32 -0.50 -0.5229
F -1.710569 2.657893 2.452524 0.15 -0.25 -0.31 0.1233
F -1.081660 1.380255 4.068990 0.17 0.31 0.16 0.0797
F -0.758682 3.548946 4.138746 0.01 -0.16 0.36 0.0777
C 1.666316 0.258679 3.536484 1.52 -0.01 -0.59 -0.3276
C 1.929698 -1.195932 3.180445 -0.63 -0.60 0.33 -0.0938
H 2.524076 -1.667726 3.970373 0.06 0.08 0.03 0.0593
H 0.986421 -1.752849 3.142874 -0.01 0.02 -0.11 0.0612
H 2.450836 -1.372086 2.239191 -0.01 0.42 -0.09 0.0681
H 1.233099 0.313938 4.541272 -0.49 0.10 -0.14 0.1062
H 2.668838 0.711652 3.618523 -0.01 0.22 0.24 0.1153
H 1.356513 2.686788 3.606519 -0.17 -0.76 0.88 0.1268
C -2.214890 1.107965 -1.533136 1.85 2.65 2.13 -0.5074
O -1.818366 -0.019519 -0.676204 -0.80 -0.66 -0.43 -0.1226
O -1.141263 1.797989 -1.879712 -0.64 -1.59 -1.05 -0.1605
C -3.134076 0.651979 -2.674211 0.15 0.42 0.47 -0.5425
F -2.534974 -0.324563 -3.379880 -0.45 0.06 -0.50 0.1210
F -4.360782 0.189113 -2.282276 0.08 -0.52 0.13 0.0719
F -3.471034 1.679576 -3.482520 0.53 -0.23 -0.35 0.1109
C -2.822128 -0.607549 0.120598 0.34 -0.81 -0.49 -0.2981
C -2.099058 -1.693786 0.897175 0.29 0.40 0.39 -0.0837
H -2.725048 -2.127866 1.681499 0.00 -0.17 -0.11 0.0653
H -1.704733 -2.447441 0.215068 -0.27 -0.12 -0.02 0.0545
H -1.222290 -1.239027 1.368362 -0.08 0.02 0.15 0.0700
H -3.584800 -1.093404 -0.502589 -0.11 0.09 0.01 0.0988
H -3.355402 0.083333 0.783980 0.28 0.32 0.00 0.1159
H -2.729589 1.762242 -0.792722 -1.37 -0.31 -0.34 0.1428
C 0.978044 -3.520438 -0.150347 1.19 0.53 0.42 -0.1415
O 1.032476 -2.317714 -0.914060 -0.41 -1.02 -0.11 -0.1304
H 0.779398 -4.416403 -0.737347 -0.37 0.07 -0.04 0.0744
H 1.964520 -3.643141 0.314062 0.00 -0.28 0.00 0.0730
H 0.294532 -3.383378 0.684422 -0.36 -0.08 -0.27 0.0623
H 1.214120 -2.539230 -1.830609 0.00 0.18 -0.03 0.0879
C 1.440518 0.166322 -4.468606 -0.34 0.31 -0.28 -0.1679
O 0.810360 1.423273 -4.674196 0.52 -0.01 -0.07 -0.1088
H 2.066445 0.194218 -3.579443 -0.23 0.29 0.16 0.0537
H 0.652640 -0.583812 -4.351971 0.26 -0.34 0.06 0.0694
H 2.102823 -0.065236 -5.313144 -0.07 -0.27 -0.05 0.0629
H 0.216295 1.312208 -5.419897 -0.15 0.07 0.11 0.0614

(3)
43
Properties=species:S:1:pos:R:3:forces:R:3:lowdin_charge:R:1 method="wB97M-V/def2-TZVPD" charge=+1 e_homo_ev=-11.76 energy_ha=-1118.29578 gap_ha=0.341 lumo_energy_ev=-2.5
C 2.582211 -4.576719 2.832977 -0.31 0.41 0.44 0.1058
C 3.300137 -3.968434 2.092709 0.25 0.12 -0.39 -0.1720
C 4.156269 -3.134298 1.233666 -0.40 -0.47 0.71 -0.2163
C 4.564151 -1.848766 1.990140 0.39 0.20 -0.54 -0.2552
C 3.802966 -0.599507 1.543341 -0.07 -0.08 0.62 -0.3964
P 1.949467 -0.654559 1.866717 0.58 0.87 -0.63 0.8944
O 0.199801 -0.683990 2.147003 0.01 -0.80 -0.59 -0.1909
B -0.406032 -1.671379 1.400757 -0.82 0.27 0.72 -0.9482
O -0.380534 -1.681145 -0.007335 0.47 0.40 0.26 0.1117
O -1.139451 -2.670046 2.031919 0.48 0.04 -0.29 0.1537
H 1.929819 -4.874294 3.618498 0.02 -0.45 -0.09 0.0321
H 5.032070 -3.714248 0.952903 0.04 0.02 -0.15 0.1149
H 3.569266 -2.926306 0.338439 0.29 0.18 -0.24 0.1040
H 5.629802 -1.678911 1.825985 0.02 0.00 -0.03 0.1061
H 4.467524 -2.003195 3.063668 -0.15 -0.04 0.06 0.1083
H 4.001051 -0.349460 0.498883 -0.03 -0.20 -0.11 0.0765
H 4.184246 0.238533 2.136920 -0.05 0.14 -0.10 0.0751
H 1.858259 -1.972659 1.369210 0.06 0.07 0.16 0.0232
H 2.126786 -0.346018 3.226650 -0.27 -0.21 -0.06 0.0600
H 1.753986 0.405784 0.949384 -0.05 -0.09 0.22 0.0441
H 0.359759 -2.219535 -0.307064 -0.19 -0.10 -0.36 0.0924
H -0.530076 -3.375677 2.281369 -0.33 -0.15 0.31 0.0990
C -1.917925 2.997440 -2.914227 -0.25 0.08 -0.11 0.0168
N -2.872478 2.064183 -2.226673 0.09 0.01 0.00 -0.3660
C -3.475127 1.177991 -3.271018 -0.04 0.00 0.12 0.0101
C -3.955766 2.854080 -1.574752 0.05 -0.03 -0.03 0.0186
C -2.177230 1.157925 -1.224439 0.18 0.07 -0.01 -0.0923
C -1.519112 1.825003 -0.037447 0.22 0.36 0.14 -0.2040
O -0.470507 2.685104 -0.472376 -0.22 0.02 -0.17 -0.0570
H -2.430895 3.417545 -3.777855 -0.01 -0.06 -0.01 0.1117
H -1.644035 3.796285 -2.239672 0.17 -0.08 0.09 0.1015
H -1.045364 2.435361 -3.230162 0.06 0.04 0.04 0.1181
H -3.994208 1.799034 -3.995888 0.00 -0.01 -0.01 0.1122
H -4.174318 0.497749 -2.791062 0.01 -0.03 -0.03 0.1152
H -2.677487 0.620487 -3.754522 -0.01 -0.02 -0.01 0.1175
H -3.515583 3.536383 -0.854698 -0.01 -0.01 0.02 0.1071
H -4.640528 2.168208 -1.081645 -0.03 0.03 0.01 0.1195
H -4.475734 3.422050 -2.342177 -0.03 0.00 0.01 0.1162
H -1.433617 0.603014 -1.795491 0.00 -0.06 0.05 0.1422
H -2.941593 0.469180 -0.866910 0.06 -0.08 0.00 0.1461
H -1.093066 1.040575 0.592593 -0.20 -0.19 -0.03 0.1107
H -2.236727 2.384748 0.568366 -0.11 -0.11 -0.02 0.1275
H -0.320180 3.352503 0.203312 0.15 -0.06 0.06 0.1057

(4)
52
Properties=species:S:1:pos:R:3:forces:R:3:lowdin_charge:R:1 method="wB97M-V/def2-TZVPD" charge=-1 e_homo_ev=-5.03 energy_ha=-4398.31678 gap_ha=0.269 lumo_energy_ev=2.3
C 2.684848 -1.069882 2.157486 0.09 -0.73 -0.23 -0.0666
C 2.587485 -0.576720 0.733829 0.17 -0.25 0.39 -0.5762
C 3.806235 0.131328 0.195203 0.05 -0.32 0.21 -0.0817
N 1.526467 -0.818301 0.107790 -0.81 0.91 -0.34 -0.0153
In 0.725026 0.698143 -1.108600 -0.03 -0.75 -0.62 0.4530
Br 2.391156 1.827750 -2.797387 -0.22 0.10 0.16 0.0013
O -0.813381 -0.141084 -2.184707 0.37 0.31 0.72 -0.3732
C -1.210850 -1.388873 -1.641572 0.09 0.24 -0.71 -0.3732
C -2.695919 -1.630865 -1.869422 0.14 -0.28 0.34 -0.2111
N -3.614142 -1.201684 -0.811211 -0.03 0.21 -0.22 -0.0424
C -3.204818 0.007807 -0.097478 -0.41 -0.69 -0.17 -0.2045
C -4.362134 0.724782 0.554016 0.41 0.13 -0.27 -0.4517
C -5.136950 -0.123827 1.511456 -0.70 0.38 0.10 -0.0568
O -5.231929 1.275484 -0.434896 -0.14 0.39 0.06 -0.0384
P -0.176435 2.679535 0.202500 0.30 0.20 -0.40 0.3638
O -1.630406 2.876900 0.173546 -1.08 0.00 0.21 -0.3614
O 0.508268 4.028520 -0.408693 0.50 -0.44 -0.07 -0.2311
O 0.356141 2.622911 1.739321 0.17 0.22 0.23 -0.2325
H 2.357816 -0.294770 2.839318 0.20 0.33 0.24 0.0688
H 1.989658 -1.889157 2.248681 -0.34 -0.27 0.15 0.0604
H 3.669259 -1.452369 2.407675 0.27 0.22 0.27 0.0624
H 3.939968 -0.165817 -0.830171 0.03 0.18 -0.53 0.0424
H 3.714967 1.206239 0.264192 -0.03 0.40 -0.05 0.0660
H 4.692613 -0.178066 0.737776 0.23 0.07 0.20 0.0643
H -0.973646 -1.507029 -0.586322 0.05 0.01 0.34 0.0750
H -0.646670 -2.167533 -2.158174 0.06 -0.35 -0.08 0.1013
H -2.824093 -2.703601 -1.970823 -0.18 -0.34 -0.08 0.1020
H -2.950289 -1.199622 -2.832885 -0.18 0.32 -0.12 0.1111
H -3.706405 -1.954916 -0.146418 -0.01 -0.06 0.06 0.0951
H -2.474782 -0.251367 0.667241 0.38 0.26 0.29 0.1185
H -2.760855 0.700828 -0.785531 0.42 0.23 -0.38 0.0971
H -3.917887 1.545341 1.104525 0.17 0.31 0.29 0.1240
H -5.908320 0.491445 1.960783 -0.29 0.12 0.13 0.0722
H -4.506234 -0.456223 2.320235 0.35 -0.37 0.20 0.0731
H -5.638905 -0.950955 1.027426 0.06 -0.33 -0.17 0.0745
H -4.826869 2.114337 -0.702414 -0.14 -0.37 -0.05 0.0939
H 1.202300 3.748532 -1.032159 -0.02 0.27 0.05 -0.0190
H -0.076879 3.330726 2.248500 0.08 -0.24 -0.14 0.0653
C -0.583644 -0.535300 4.775052 0.13 0.07 0.00 0.0432
N -0.587608 -2.008785 4.557620 0.09 -0.08 -0.17 -0.4509
O 0.362170 -2.648637 4.967570 -0.18 0.09 0.01 0.0520
O -1.541242 -2.469001 3.964732 0.08 0.02 0.15 0.0599
H 0.323135 -0.269945 5.304470 0.03 -0.05 0.00 0.0901
H -0.620712 -0.063034 3.796563 -0.07 -0.02 -0.02 0.0985
H -1.467987 -0.291038 5.355310 -0.06 -0.01 -0.07 0.0953
C 5.459790 0.499899 -5.536041 0.02 0.13 0.02 0.0344
N 5.155150 -0.503755 -4.480201 -0.17 0.05 0.09 -0.4528
O 5.381543 -0.192219 -3.331786 0.09 -0.19 -0.08 0.0430
O 4.685315 -1.561932 -4.852903 0.14 0.11 0.06 0.0551
H 5.859806 1.386322 -5.059614 -0.03 -0.01 0.06 0.0911
H 6.181359 0.051858 -6.212392 -0.06 -0.06 -0.04 0.0926
H 4.529515 0.717620 -6.051018 -0.02 -0.06 -0.02 0.0984

(5)
44
Properties=species:S:1:pos:R:3:forces:R:3:mulliken_spin:R:1 method="wB97M-V/def2-TZVPD" charge=+5 e_homo_ev="-24.82 / -24.88" energy_ha=-1912.09990 gap_ha="0.234 / 0.190" spin_multiplicity=6 lumo_energy_ev="-18.4 / -19.7"
Cr 3.302490 1.861599 0.145726 0.22 -0.38 -2.06 4.0987
Y -0.837834 3.160999 0.687781 2.06 -2.92 -0.87 0.0066
F 1.122690 2.429772 -0.454065 -2.26 1.31 2.05 0.0138
C 3.512997 -0.263074 -3.616203 -0.73 -1.92 -0.26 -0.0008
C 2.923012 0.332088 -2.307447 0.31 -0.39 -1.02 -0.0183
C 2.752384 -0.658432 -1.130241 1.94 0.57 -2.18 -0.0020
O 2.423426 -0.005618 0.106934 -0.60 1.17 -0.98 -0.0425
C 2.590062 -0.885936 1.218592 1.04 0.04 0.31 -0.0342
N 3.910422 1.407327 -1.980855 -0.61 -0.36 2.16 -0.0636
H 3.562251 0.435950 -4.451092 0.07 0.29 0.31 -0.0011
H 3.017117 -1.137721 -4.037150 -1.31 0.25 0.07 -0.0012
H 4.427491 -0.852351 -3.548770 0.91 0.94 0.80 0.0001
H 1.959430 0.797862 -2.513998 0.05 0.22 -0.11 -0.0099
H 3.771893 -1.006329 -0.963880 -0.12 -1.00 -0.08 -0.0004
H 2.053183 -1.425634 -1.462813 -0.02 -0.16 0.62 0.0106
H 3.580569 -1.335567 1.149249 0.14 0.00 0.34 -0.0067
H 1.889186 -1.719989 1.183654 -0.24 0.30 0.28 -0.0001
H 2.541366 -0.166548 2.036039 -0.21 -0.88 0.70 0.0288
H 4.082519 1.881815 -2.855698 -0.44 1.38 -0.15 0.0056
H 4.813824 0.958192 -1.933505 0.69 -0.55 0.47 0.0162
C -4.413908 -2.392672 0.440925 0.87 -3.54 1.17 0.0972
O -3.763055 -1.325203 0.919120 -0.62 1.28 -0.39 0.6533
C -4.258397 -0.156850 0.253408 0.38 1.09 0.12 0.0434
C -3.476944 1.038278 0.675354 -2.23 1.04 1.85 -0.0032
N -2.275460 1.237364 -0.050179 2.83 1.38 -0.16 0.0048
C -1.340226 0.119242 0.050264 1.82 -2.39 0.58 -0.0004
C -0.797630 -0.249939 1.458927 -2.12 0.82 -1.31 -0.0069
O -0.429435 1.014328 2.011099 -0.44 1.66 -0.33 0.0023
C -0.033276 0.866071 3.393142 0.71 -0.35 0.96 0.0014
H -5.499976 -2.445232 0.517009 -0.95 0.72 -0.34 0.0819
H -4.095752 -3.279628 0.988816 0.27 -0.06 -0.12 0.0123
H -4.124887 -2.431599 -0.609338 -0.44 -0.32 -1.05 0.0840
H -5.326559 -0.135352 0.469431 -0.19 0.36 0.08 0.0144
H -4.119234 -0.143260 -0.827586 -0.39 -1.18 -0.38 0.0052
H -3.305566 1.048128 1.751746 0.21 -0.20 0.14 -0.0009
H -4.133886 1.893681 0.517813 -0.17 0.13 -0.15 -0.0006
H -2.452056 1.359019 -1.037153 -0.37 0.09 -0.59 0.0039
H -0.420249 0.238901 -0.521951 -0.25 0.74 -0.53 0.0002
H -1.746486 -0.816041 -0.334819 -0.31 0.09 -0.31 -0.0004
H 0.001277 -0.984008 1.354034 0.18 0.41 0.17 0.0035
H -1.587813 -0.678814 2.075201 0.14 -0.03 0.24 0.0059
H -0.743776 0.348953 4.038032 -0.52 -0.12 -0.49 -0.0001
H 0.097000 1.838335 3.868358 0.47 0.05 -0.26 0.0001
H 0.847820 0.227891 3.326091 0.25 0.44 0.66 -0.0012